Computed, not measured: C68H145N7O15 as an isolated structure in a non-equilibrium geometry, with ωB97M-V/def2-TZVPD.

Total charge: +1
E_tot (eV): -113993.43412
LUMO energy (spin up / spin down) (eV): -1.94 / -1.94
Gap between HOMO and LUMO (spin up / spin down) (eV): 1.75 / 4.83
Expectation value of S²: 0.7507
Spin multiplicity: 2
HOMO (spin up / spin down) (eV): -3.682 / -6.768

Geometry (Å):
C  2.2147  2.4321  -2.1754
C  1.2799  2.1523  -0.9908
C  0.6908  0.7097  -1.1392
N  -0.0930  0.1631  0.1606
C  0.9693  -0.1032  1.2548
C  0.5147  -1.1916  2.1727
C  0.0445  -2.4748  1.6342
C  -1.1329  -2.1689  0.6274
C  -0.8795  -1.0637  -0.3508
C  -1.0119  1.2386  0.8258
H  3.0810  1.7713  -2.1427
H  2.6416  3.4334  -2.1178
H  1.7977  2.3741  -3.1808
H  0.4478  2.8549  -1.0364
H  1.9086  2.2239  -0.1033
H  1.3836  -0.1206  -1.2761
H  -0.0472  0.6699  -1.9403
H  1.8001  -0.4873  0.6630
H  1.2187  0.8360  1.7486
H  1.3687  -1.4261  2.8080
H  -0.1973  -0.8791  2.9366
H  0.8876  -2.9755  1.1583
H  -0.2160  -3.1298  2.4656
H  -1.4125  -3.0768  0.0929
H  -2.0273  -1.7899  1.1219
H  -0.2499  -1.5115  -1.1197
H  -1.7753  -0.7352  -0.8779
H  -1.6747  1.4676  -0.0086
H  -0.3571  2.0762  1.0663
H  -1.4078  0.6702  1.6673
C  -4.5253  7.7856  2.6322
C  -3.2149  7.8854  1.9171
C  -2.5524  6.4981  1.6047
N  -1.1056  6.5129  0.9608
C  -1.1977  7.2294  -0.4539
C  0.1803  7.2508  -1.1639
C  1.2625  7.9919  -0.3193
C  1.3609  7.3204  1.0432
C  -0.0210  7.2206  1.7710
C  -0.6983  5.0121  0.6688
H  -5.3253  7.2725  2.0984
H  -4.8919  8.7834  2.8735
H  -4.4071  7.2134  3.5524
H  -2.5287  8.3248  2.6411
H  -3.2845  8.5989  1.0961
H  -3.2322  5.8814  1.0167
H  -2.4503  5.9161  2.5207
H  -1.4408  8.2502  -0.1589
H  -1.9247  6.7100  -1.0782
H  0.0999  7.9108  -2.0277
H  0.4237  6.2774  -1.5898
H  1.1620  9.0675  -0.1738
H  2.2211  7.8943  -0.8288
H  1.9078  8.0445  1.6470
H  1.9238  6.3915  1.1342
H  -0.3563  8.1836  2.1560
H  0.1493  6.5726  2.6308
H  -1.1243  4.3677  1.4378
H  0.3693  4.7990  0.7218
H  -1.1032  4.6297  -0.2682
C  -7.1884  -5.8044  0.4018
C  -6.5853  -4.6451  -0.3640
C  -7.3664  -3.2998  -0.3026
N  -6.4932  -2.0237  -0.6850
C  -7.4413  -0.8842  -0.5684
C  -6.8043  0.5629  -0.7676
C  -5.5513  0.7602  0.1760
C  -4.5091  -0.4141  0.0773
C  -5.1631  -1.7959  0.1563
C  -6.0880  -2.1499  -2.1415
H  -6.5375  -6.6770  0.4569
H  -8.0795  -6.1230  -0.1392
H  -7.5688  -5.5573  1.3929
H  -6.3476  -4.9848  -1.3721
H  -5.5650  -4.5221  -0.0009
H  -7.8005  -3.1550  0.6866
H  -8.1833  -3.2806  -1.0240
H  -7.8597  -1.0491  0.4245
H  -8.1224  -1.0734  -1.3981
H  -7.5255  1.3126  -0.4421
H  -6.5527  0.7314  -1.8147
H  -5.9455  0.8372  1.1893
H  -5.2244  1.7719  -0.0644
H  -3.7684  -0.1847  0.8434
H  -4.0082  -0.3742  -0.8899
H  -5.4978  -2.0745  1.1556
H  -4.3829  -2.5242  -0.0655
H  -6.8541  -2.3307  -2.8955
H  -5.4842  -3.0500  -2.2571
H  -5.5426  -1.2499  -2.4255
C  3.5962  -9.4366  2.4160
C  3.5335  -7.9508  2.9213
C  3.9099  -7.0091  1.7567
N  3.7653  -5.4865  2.0679
C  4.4444  -4.7609  0.9077
C  4.6013  -3.2078  1.2103
C  5.2457  -2.8918  2.5454
C  4.5505  -3.6276  3.6125
C  4.5246  -5.1457  3.3589
C  2.2911  -5.0696  2.1836
H  4.5064  -9.6796  1.8678
H  2.7937  -9.7143  1.7326
H  3.5172  -10.1492  3.2370
H  4.1987  -7.7144  3.7518
H  2.5868  -7.6407  3.3637
H  3.3492  -7.2777  0.8614
H  4.9473  -7.2468  1.5212
H  5.3393  -5.3238  0.6422
H  3.9155  -5.0514  0.0000
H  5.3809  -2.7894  0.5738
H  3.6215  -2.7306  1.1889
H  6.3259  -3.0375  2.5526
H  4.9672  -1.8490  2.6972
H  5.0824  -3.4012  4.5366
H  3.5886  -3.1782  3.8591
H  5.5429  -5.5261  3.2780
H  4.0137  -5.6726  4.1648
H  2.1634  -4.0166  2.4343
H  1.8367  -5.5530  3.0484
H  1.8291  -5.3612  1.2404
C  -0.9854  8.9622  -5.8830
C  0.1755  8.0065  -6.2416
C  -0.3947  6.5967  -6.5402
N  0.7350  5.5057  -6.4656
C  0.2141  4.3089  -7.2795
C  -0.9827  3.5249  -6.5369
C  -0.6656  3.1297  -5.1008
C  -0.1670  4.2847  -4.3325
C  1.0081  4.9770  -4.9852
C  2.0756  5.9214  -7.0693
H  -1.5841  8.4176  -5.1528
H  -1.5170  9.1290  -6.8198
H  -0.6047  9.9185  -5.5245
H  0.8003  7.9375  -5.3512
H  0.7670  8.4362  -7.0501
H  -0.9720  6.6141  -7.4646
H  -1.1343  6.3469  -5.7795
H  -0.1368  4.6663  -8.2476
H  1.0777  3.6862  -7.5128
H  -1.8432  4.1914  -6.4787
H  -1.3197  2.7144  -7.1833
H  -1.5994  2.9272  -4.5765
H  0.0138  2.2851  -4.9860
H  -0.9349  5.0447  -4.1876
H  0.0942  4.0224  -3.3073
H  1.3322  5.8144  -4.3673
H  1.8566  4.2975  -5.0655
H  2.6679  5.0107  -7.1582
H  2.4373  6.5995  -6.2963
H  1.9226  6.4686  -7.9995
C  4.0848  0.6391  4.2918
C  4.9451  1.4194  3.3015
C  4.3174  2.7840  2.7691
N  5.2735  3.6715  1.9265
C  5.6491  2.8190  0.6472
C  6.5485  3.6882  -0.2634
C  5.7966  4.8404  -0.7774
C  5.3044  5.7244  0.3558
C  4.5143  4.9367  1.3802
C  6.5214  4.0672  2.8216
H  3.0737  0.4912  3.9126
H  3.9381  1.2621  5.1741
H  4.5522  -0.2744  4.6593
H  5.0834  0.7031  2.4917
H  5.9486  1.6374  3.6669
H  4.1373  3.4060  3.6459
H  3.4004  2.6907  2.1872
H  4.7370  2.6474  0.0756
H  6.1152  1.8904  0.9767
H  6.7837  3.0674  -1.1279
H  7.4770  4.0512  0.1772
H  4.9308  4.4171  -1.2867
H  6.3587  5.4806  -1.4572
H  4.6612  6.5040  -0.0525
H  6.2116  6.0319  0.8759
H  3.5647  4.6318  0.9404
H  4.3235  5.5306  2.2741
H  7.0755  3.2070  3.1974
H  6.3334  4.5225  3.7939
H  7.2403  4.6730  2.2700
C  0.1393  -11.4054  -0.7613
C  -1.2281  -11.1111  -0.0999
C  -0.9236  -9.9553  0.9249
N  -2.1648  -9.4375  1.6502
C  -1.6320  -8.7065  2.9477
C  -0.6982  -7.5073  2.5930
C  -1.3253  -6.4704  1.6770
C  -1.9456  -7.2029  0.3596
C  -2.8848  -8.4264  0.7866
C  -3.1885  -10.6272  2.0543
H  0.8161  -11.9097  -0.0716
H  0.3990  -10.4083  -1.1170
H  -0.0368  -12.0416  -1.6286
H  -1.6404  -11.9795  0.4139
H  -1.9192  -10.8816  -0.9109
H  -0.3164  -9.1525  0.5067
H  -0.3095  -10.3618  1.7285
H  -1.2620  -9.5238  3.5668
H  -2.5660  -8.4446  3.4449
H  0.3027  -7.7123  2.2130
H  -0.4047  -7.0601  3.5427
H  -0.5125  -5.8129  1.3684
H  -1.9893  -5.8869  2.3148
H  -1.1910  -7.5016  -0.3681
H  -2.6193  -6.5009  -0.1318
H  -3.1715  -8.9934  -0.0990
H  -3.7782  -8.1000  1.3190
H  -3.9165  -10.1096  2.6791
H  -2.6577  -11.4019  2.6077
H  -3.6222  -11.0125  1.1315
O  -4.6868  3.3665  -2.5628
C  -3.4586  3.6715  -2.2444
O  -3.1325  4.8742  -2.3932
O  -2.7276  2.7212  -1.9003
H  -4.7277  4.0315  -3.2540
O  1.0104  2.1531  3.8079
C  0.5887  3.4273  3.4533
O  -0.5077  3.8120  3.8023
O  1.4033  4.0691  2.8199
H  0.1890  1.9159  4.2446
O  4.1316  -1.6537  -1.9023
C  4.8892  -0.6486  -1.8215
O  4.7191  0.2030  -0.9722
O  5.8820  -0.8094  -2.5048
H  4.7101  -2.0378  -2.5652
O  -3.3114  -3.8435  -3.9474
C  -2.8287  -3.6258  -2.7657
O  -2.2309  -2.5487  -2.7783
O  -3.0251  -4.3123  -1.7871
H  -2.9177  -2.9680  -3.9509
O  -3.1325  3.0261  4.8160
C  -3.0330  1.6594  4.8431
O  -2.0807  1.1218  4.2656
O  -3.7844  0.9828  5.5117
H  -2.2998  3.1670  4.3594

Forces on the atoms, in the same order (eV/Å):
C 0.670 0.026 -0.055
C -0.050 -1.497 -1.126
C -1.084 0.028 1.710
N 0.678 1.713 -0.101
C -0.597 -1.237 -2.087
C 0.632 0.718 2.805
C -0.975 0.022 -1.933
C -0.228 -0.344 1.457
C 2.011 -0.107 -0.839
C 0.878 -1.871 -1.993
H -0.003 -0.264 0.032
H -0.090 0.309 0.234
H -0.460 -0.285 0.099
H 0.006 0.056 0.524
H -0.394 0.187 0.282
H 0.503 0.524 -0.276
H -0.052 0.160 0.025
H 0.478 0.133 0.234
H -0.140 -0.160 0.034
H 0.501 0.200 0.144
H -0.354 0.660 -0.198
H -0.175 -0.090 -0.704
H -0.529 0.023 -0.104
H -0.147 0.193 -0.329
H -0.051 -0.657 0.991
H 0.137 0.336 -0.261
H 0.097 0.188 0.271
H -0.636 0.459 0.541
H -0.341 -0.120 0.359
H -0.445 0.894 0.293
C -0.815 -0.603 0.448
C 1.884 -0.460 0.120
C 0.149 0.451 0.109
N -0.490 -0.800 -2.290
C 1.348 -0.341 1.220
C -0.439 1.827 0.214
C 0.334 -2.226 -0.137
C -0.774 1.235 0.951
C 0.530 -1.361 0.184
C -0.571 0.060 0.702
H 0.119 0.034 -0.376
H 0.046 -0.049 0.092
H 0.007 0.143 0.170
H 0.077 0.421 0.001
H 0.088 -0.401 -0.366
H 0.492 0.054 -0.743
H 0.302 0.240 0.255
H -0.398 -0.024 -0.432
H -0.312 0.046 0.334
H -0.645 -0.114 -0.369
H 0.423 -0.129 0.550
H -0.820 -0.038 -0.282
H 0.140 -0.068 -0.111
H 0.166 -0.190 0.453
H -0.313 -0.164 -0.437
H -0.292 -0.001 -0.513
H -0.168 -0.082 0.174
H -0.059 0.425 0.383
H 0.020 0.741 0.096
H -0.280 0.702 -0.283
C -1.366 -0.029 -0.312
C 1.234 0.504 0.098
C 1.562 -0.326 -0.401
N 0.889 -0.951 -1.206
C 0.682 1.450 -0.235
C 0.721 -1.597 1.426
C -1.224 -0.654 -0.876
C -1.676 1.654 -1.021
C -0.695 -0.590 1.207
C 0.849 -0.618 -0.075
H 0.162 0.250 0.006
H -0.139 -0.277 -0.023
H 0.393 0.153 0.175
H -0.540 0.248 -0.306
H 0.054 0.524 0.356
H 0.319 0.263 0.067
H 0.061 0.067 -0.025
H -0.449 0.661 -0.138
H -0.561 0.136 0.491
H -0.258 -0.195 -0.283
H -0.001 -0.009 0.043
H 0.115 -0.245 0.215
H 0.867 -0.310 -0.045
H -0.002 -0.819 0.190
H 0.148 0.241 -0.060
H -0.044 0.406 0.267
H -0.464 -0.374 -0.775
H -0.864 0.408 0.696
H 0.590 0.300 0.288
H 0.127 -0.252 0.101
C -0.139 0.485 0.586
C 0.215 0.236 -0.551
C -0.265 -0.261 0.948
N 0.559 -0.439 -0.070
C -0.144 0.698 0.103
C 1.052 -1.717 -0.509
C -1.032 0.508 -0.473
C 0.197 -0.775 1.732
C -0.850 0.582 0.075
C 0.904 -0.366 0.346
H 0.260 0.322 0.155
H -0.292 0.508 -0.047
H 0.095 0.160 0.190
H 0.485 -0.690 -0.092
H -0.544 -0.521 -0.414
H -0.475 0.492 -0.070
H 0.232 0.635 0.017
H 0.725 0.440 0.969
H -0.935 0.772 0.065
H -1.022 0.057 -1.183
H 0.228 0.146 -0.614
H -0.036 0.009 -0.032
H 0.775 0.314 0.038
H 0.196 -0.654 0.338
H -0.396 -0.345 -0.471
H -0.062 -0.104 -0.244
H 0.046 0.050 -0.060
H 0.533 0.034 -0.560
H 0.111 -0.574 -0.246
H -0.215 0.055 0.090
C 0.748 -0.840 -0.833
C -0.500 -0.183 0.661
C 1.306 0.843 0.977
N -1.280 -1.188 -0.488
C -1.083 -0.755 0.828
C 1.133 1.070 -0.587
C -0.834 -0.598 -0.061
C 0.532 1.880 0.130
C 0.152 0.441 -0.552
C -1.369 0.432 1.321
H -0.356 0.603 0.068
H -0.509 0.174 0.292
H -0.175 -0.157 0.151
H 0.284 -0.064 -0.013
H 0.035 -0.272 -0.079
H 0.656 -0.544 -0.398
H 0.297 -0.136 0.138
H -0.016 0.290 0.138
H -0.086 -0.266 0.432
H -0.008 0.243 -0.173
H 0.344 -0.150 0.088
H -0.112 -0.810 -0.223
H -0.056 -0.158 -0.267
H -0.419 -0.120 0.040
H 0.242 -0.141 -0.042
H 0.005 0.304 -0.353
H 0.066 -0.012 -0.361
H 0.073 0.352 -0.094
H 0.680 -0.022 -0.415
H 0.015 -0.328 -0.001
C -0.310 1.502 0.818
C -0.139 0.224 -1.555
C 0.862 -0.177 0.890
N 0.474 -0.732 -0.229
C 1.281 1.823 0.620
C 0.487 -1.436 0.012
C -1.393 1.082 -0.248
C 0.563 -1.144 0.376
C 0.311 -0.551 1.068
C -0.131 -0.594 -0.721
H 0.114 -0.299 -0.143
H -0.124 -0.033 0.241
H 0.035 -0.067 -0.422
H 0.162 0.349 -0.542
H -0.129 -0.144 0.381
H -0.544 -0.035 -0.047
H 0.023 -0.081 0.233
H -0.158 -0.411 0.497
H -0.208 0.181 -0.149
H 0.357 -0.286 0.179
H 0.139 -0.464 0.273
H -0.198 0.259 -0.473
H 0.094 -0.306 -0.213
H 0.293 0.384 0.440
H -0.119 1.053 -0.162
H -0.010 -0.532 0.374
H -0.256 -0.008 -0.058
H -0.248 -0.527 -0.907
H -1.191 0.576 -0.467
H -0.423 -0.003 -0.097
C -1.557 -0.047 -0.139
C 0.936 0.520 0.614
C -1.238 -1.759 0.021
N 0.273 -0.251 0.788
C -0.801 -0.497 -1.492
C -0.310 -0.527 0.833
C -0.204 -1.437 -1.021
C -1.296 0.310 2.471
C 1.379 0.464 -0.558
C 1.510 2.191 -0.459
H 0.265 0.482 -0.152
H 1.082 -0.325 -0.057
H 0.236 -0.077 0.005
H 0.128 -0.017 0.080
H -0.158 0.519 0.207
H -0.391 0.201 -0.145
H 0.108 -0.226 -0.052
H 0.778 0.191 -0.080
H 0.102 0.720 0.013
H 0.015 -1.156 -0.428
H -0.409 0.184 0.375
H -0.089 0.160 -0.285
H -0.676 0.081 -0.725
H 0.104 0.044 0.284
H 0.100 0.099 -0.221
H -0.194 0.194 -0.103
H 0.113 0.057 0.054
H -0.092 -0.286 -0.076
H 0.083 0.225 -0.100
H 0.056 0.134 0.189
O -2.756 -0.616 -1.356
C 4.022 -0.547 1.354
O 0.468 0.829 -0.166
O 0.439 -0.030 0.591
H -1.614 0.475 -0.307
O -0.509 0.253 -0.019
C 0.638 -0.358 0.266
O -2.257 0.267 0.706
O 2.817 1.625 -2.323
H -0.739 -1.391 0.639
O -5.246 -4.235 0.036
C 3.220 2.393 1.858
O -1.610 3.055 2.278
O 3.749 0.822 -2.946
H -0.320 -1.686 -0.871
O -2.322 -2.824 -2.416
C 0.044 -1.658 4.162
O 2.557 3.873 1.179
O -0.794 -2.284 2.118
H 0.228 3.060 -4.515
O -0.157 -0.169 -0.307
C -0.221 -1.526 1.416
O 2.966 0.220 -2.607
O -2.831 0.101 1.409
H 0.705 1.086 -0.324